Entry 1:
The molecule C4H7NO2, computed with wB97M-V/def2-TZVPD.

Atoms and positions in Å:
C1 0.8174 -1.1226 -1.2684
N1 0.3488 -0.3006 -0.1613
C2 0.2749 -0.8879 1.1217
O1 -0.3150 -1.8972 1.3882
C3 -0.1589 0.9527 -0.4599
O2 -0.0538 1.4201 -1.5753
C4 -0.9663 1.6231 0.6306
H1 1.4947 -1.8925 -0.8926
H2 -0.0161 -1.5841 -1.8024
H3 1.3602 -0.4680 -1.9481
H4 0.8912 -0.3983 1.8796
H5 -2.0028 1.2760 0.5201
H6 -0.9423 2.7027 0.4703
H7 -0.6298 1.3736 1.6443

Calculated values
* ΔE to the lowest compared entry with this formula, charge and spin: 79.9 kJ/mol
* orbital gap: 10.792 eV
* LUMO: 0.7 eV
* SMILES: CC(=O)N(C)C=O

***

Entry 2:
A structure of composition C2H5O2Rh in a non-equilibrium geometry, computed with wB97M-V/def2-TZVPD.

Atoms and positions in Å:
C1 0.7039 0.3641 0.6193
C2 -0.5698 -0.4376 0.3863
O1 -1.1950 -0.0136 -0.7733
Rh1 -1.5371 -0.6219 -2.4077
H1 0.4289 1.4030 0.8789
H2 1.3079 -0.0769 1.4248
H3 -1.2317 -0.2956 1.2640
H4 -0.3051 -1.5151 0.3894
O2 1.4781 0.3676 -0.5696
H5 0.9198 0.8260 -1.2121

Calculated values
* <S²>: 8.76
* orbital gap (spin up / spin down): 8.806 / 6.439 eV
* LUMO (spin up / spin down): -4.1 / -8.8 eV
* spin multiplicity: 6
* total charge: +1